Density functional theory data (the ωB97M-V functional and the def2-TZVPD basis) for a molecular structure, C5H10O2.

The geometry in XYZ format:
```
17
Properties=species:S:1:pos:R:3:forces:R:3
C -1.839 -0.283 -0.779 0.0 0.0 -0.2
C -0.872 0.592 -0.039 0.5 0.2 -0.4
O -1.522 -0.361 2.161 0.2 -0.3 0.9
C 0.405 0.267 0.114 -0.5 0.4 -0.8
C 1.324 -0.691 -0.587 0.1 -0.1 -0.2
C 2.328 0.447 -0.322 0.5 -0.1 -0.1
O 1.419 1.083 0.606 0.0 0.0 0.1
H -2.879 -0.107 -0.490 0.2 0.0 0.0
H -1.732 -0.053 -1.844 -0.2 -0.1 0.0
H -1.637 -1.350 -0.642 0.0 0.2 0.0
H -1.206 1.556 0.335 0.0 -0.1 0.0
H -1.520 0.540 2.508 -0.1 -0.2 0.1
H -0.643 -0.416 1.734 -0.8 -0.1 0.4
H 1.585 -1.633 -0.091 -0.2 0.3 0.0
H 1.030 -0.875 -1.621 0.2 -0.1 0.1
H 2.484 1.098 -1.191 0.1 -0.1 0.1
H 3.276 0.184 0.149 0.0 0.1 0.0
```
Positions in Å, forces in eV/Å.

Values from the calculation:
Lowest unoccupied orbital energy, hartree: 0.03369
Energy above the lowest of the compared OMol25 structures with the same formula, charge and spin, eV: 3.092
Frontier orbital gap, hartree: 0.3412
E_HOMO, Ha: -0.308

***

Density functional theory data (the ωB97M-V functional and the def2-TZVPD basis) for a molecular structure, C11H15N2O13P2Pd.

The geometry in XYZ format:
```
44
Properties=species:S:1:pos:R:3:forces:R:3
Pd 0.186 1.001 -0.731 0.2 0.1 0.6
C -3.181 2.531 -3.502 0.0 -0.1 -0.2
C -1.985 2.054 -2.676 -0.1 0.1 -0.1
O -0.810 2.188 -3.487 0.0 -0.1 0.1
P -1.723 3.216 -1.274 -0.1 -0.2 0.1
O -0.985 4.438 -1.969 0.1 0.1 0.1
O -3.162 3.857 -0.987 0.0 0.0 0.2
O -1.083 2.754 -0.007 -0.1 0.0 -0.4
P -2.120 0.238 -2.175 -0.3 0.1 0.1
O -3.580 -0.235 -2.716 0.0 0.0 -0.1
O -1.080 -0.412 -3.035 0.1 -0.1 0.1
O -2.165 0.146 -0.683 0.4 0.0 -0.2
H -3.078 3.586 -3.761 0.0 0.0 0.0
H -4.131 2.373 -3.000 0.0 0.0 0.1
H -3.171 1.951 -4.426 -0.1 0.0 0.0
H -0.476 1.268 -3.567 0.0 0.1 0.0
H -0.126 4.150 -2.323 -0.1 0.0 0.0
H -3.417 3.670 -0.073 0.0 0.0 -0.1
H -3.465 -0.661 -3.574 0.0 0.0 0.1
O 4.414 0.197 -1.336 0.0 -0.2 0.0
C 3.255 0.265 -1.069 0.0 0.4 0.0
O 2.210 -0.348 -0.971 -0.2 -0.2 -0.1
C 2.867 2.232 -0.575 0.1 -0.3 0.0
O 3.684 2.577 0.218 0.0 0.1 0.0
O 1.899 2.549 -1.240 -0.1 0.1 0.0
O 2.301 -5.854 1.313 0.0 0.0 0.0
C 2.922 -4.869 2.120 0.0 -0.1 0.0
N 2.251 -3.602 2.099 -0.1 0.0 0.0
C 1.390 -3.222 3.089 0.4 0.3 0.3
O 1.229 -3.882 4.100 -0.2 -0.1 -0.1
C 0.742 -1.879 2.934 -0.1 -0.1 -0.2
C -0.138 -1.444 3.917 0.0 0.0 0.0
C -0.757 -0.216 3.766 0.0 0.0 0.0
C -0.472 0.541 2.638 0.0 0.0 0.0
N 0.383 0.142 1.702 0.0 0.0 0.0
C 0.967 -1.041 1.848 0.0 0.0 0.0
H 2.299 -5.544 0.402 0.0 0.0 0.0
H 3.965 -4.734 1.817 -0.1 0.1 0.0
H 2.876 -5.243 3.139 0.0 0.0 0.0
H 2.357 -3.011 1.293 0.0 0.0 0.0
H -0.324 -2.084 4.769 0.0 0.0 0.0
H -1.457 0.154 4.501 0.0 0.0 0.0
H -0.950 1.497 2.455 0.0 0.0 0.0
H 1.640 -1.293 1.037 0.0 0.0 0.0
```
Positions in Å, forces in eV/Å.

Values from the calculation:
<S²>: 2.01
Lowest unoccupied orbital energy (spin up / spin down), hartree: 0.09339 / 0.08463
2S+1: 3
Energy above the lowest of the compared OMol25 structures with the same formula, charge and spin, eV: 0.664
Frontier orbital gap (spin up / spin down), hartree: 0.2582 / 0.2789
Net charge: -1
E_HOMO (spin up / spin down), Ha: -0.165 / -0.194

***

Density functional theory data (the ωB97M-V functional and the def2-TZVPD basis) for 5 unconnected molecules or ions with the total composition H12NO4.

The geometry in XYZ format:
```
17
Properties=species:S:1:pos:R:3:forces:R:3
N 0.102 0.032 0.632 -1.6 -0.6 -4.6
H 0.774 -0.667 0.427 0.4 -1.4 -0.4
H -0.028 0.046 1.576 -0.6 1.1 4.4
H 0.465 0.814 0.124 0.2 1.4 0.4
H -0.845 -0.156 0.193 1.4 -0.2 0.6
H -0.401 -3.315 -1.411 -0.4 0.9 0.7
H 0.718 -3.146 -0.428 -1.7 1.2 -0.1
O -0.139 -2.650 -0.708 2.3 -2.2 -0.8
H -0.831 0.916 3.891 0.5 -1.2 -1.3
H -1.537 -0.373 3.619 0.2 -0.3 -0.3
O -0.790 0.130 3.260 -0.6 1.5 1.5
H -0.849 3.043 -1.874 -0.8 0.1 -1.0
H -0.059 3.859 -0.858 0.2 0.0 0.1
O -0.275 2.944 -1.122 0.6 -0.2 0.9
H 0.551 -1.011 -2.387 -2.3 -2.0 -1.2
H 1.826 -0.314 -2.676 0.9 0.2 -0.4
O 1.141 -0.415 -2.007 1.3 1.7 1.5
```
Positions in Å, forces in eV/Å.

Values from the calculation:
<S²>: 0.76
Lowest unoccupied orbital energy (spin up / spin down), hartree: -0.26206 / -0.57006
2S+1: 2
Energy above the lowest of the compared OMol25 structures with the same formula, charge and spin, eV: 0.577
Frontier orbital gap (spin up / spin down), hartree: 0.4244 / 0.1164
Net charge: +2
E_HOMO (spin up / spin down), Ha: -0.687 / -0.686

***

Density functional theory data (the ωB97M-V functional and the def2-TZVPD basis) for 11 unconnected molecules or ions with the total composition C20H47N12O21.

The geometry in XYZ format:
```
100
Properties=species:S:1:pos:R:3:forces:R:3
C 4.210 1.028 2.219 -0.5 -0.5 0.0
C 2.675 0.846 1.903 0.6 -0.8 -0.7
C 2.202 1.662 0.648 0.5 0.1 0.8
C 1.102 2.733 0.938 1.3 -0.5 -1.1
C 1.319 3.912 -0.100 0.0 -0.8 -0.1
C -0.360 2.217 0.822 0.1 3.5 1.0
O -0.783 2.134 -0.562 -0.1 -1.8 -0.4
C -0.548 0.927 -1.043 -0.6 4.6 1.5
N -0.170 -0.119 -1.193 0.9 -3.9 -1.1
C -1.244 3.359 1.418 -1.7 0.2 -0.6
C -1.931 2.752 2.675 1.3 -0.3 0.6
C -1.615 1.264 2.579 -1.1 2.4 0.1
N -0.781 1.066 1.618 -0.4 -2.0 0.7
H 4.390 1.480 3.204 -0.1 -0.1 -0.5
H 4.695 0.032 2.215 -0.2 0.5 0.1
H 4.727 1.620 1.444 -0.4 -0.1 0.4
H 2.047 1.009 2.800 0.3 0.1 -0.4
H 2.571 -0.228 1.634 -0.2 0.6 0.3
H 1.946 0.957 -0.166 -0.2 0.5 0.3
H 3.089 2.220 0.281 -0.5 -0.3 0.2
H 1.325 3.160 1.936 -0.7 -0.5 -0.2
H 1.845 3.452 -0.961 -0.5 0.5 0.2
H 0.378 4.361 -0.458 0.5 0.0 0.2
H 2.004 4.675 0.307 -0.5 -0.3 0.0
H -0.756 4.331 1.605 0.3 -0.9 0.2
H -1.992 3.653 0.650 0.2 -0.5 0.5
H -1.304 3.093 3.535 -0.5 -0.3 -0.1
H -2.963 3.037 2.927 0.3 -0.4 -0.3
H -2.057 0.495 3.254 0.5 0.3 -0.6
H -0.521 0.082 1.505 0.7 0.4 -0.7
C -4.380 -2.361 3.669 0.1 -0.1 -0.3
N -4.458 -1.328 4.737 -0.1 -0.2 -0.1
O -3.802 -0.297 4.587 0.1 0.0 0.0
O -5.162 -1.569 5.682 0.2 0.2 -0.1
H -3.714 -2.006 2.889 -0.1 0.1 0.1
H -3.993 -3.271 4.122 -0.2 0.0 0.0
H -5.384 -2.510 3.280 0.0 0.0 0.1
C -3.763 -0.180 -2.441 0.1 0.2 0.1
N -4.566 -1.362 -2.030 0.1 0.0 0.1
O -3.967 -2.313 -1.565 -0.2 0.1 0.0
O -5.768 -1.293 -2.187 0.4 -0.1 0.0
H -2.717 -0.387 -2.242 -0.1 -0.1 -0.1
H -3.928 -0.019 -3.501 -0.1 0.1 0.1
H -4.110 0.669 -1.855 -0.1 0.0 -0.1
C -1.850 -3.402 7.419 0.2 0.0 0.2
N -2.037 -4.286 6.235 0.1 -0.1 0.1
O -1.055 -4.831 5.780 -0.2 0.1 -0.1
O -3.173 -4.397 5.808 0.2 0.0 0.0
H -0.799 -3.398 7.688 0.0 -0.1 -0.1
H -2.183 -2.405 7.141 -0.1 -0.1 0.0
H -2.455 -3.805 8.228 -0.1 0.1 -0.1
C -2.205 -3.057 -4.850 -0.6 0.2 -0.2
N -2.942 -1.988 -5.582 -0.1 -0.3 0.0
O -3.658 -2.320 -6.501 0.1 0.3 0.1
O -2.773 -0.836 -5.204 -0.1 -0.2 -0.2
H -2.452 -4.015 -5.296 0.0 0.1 0.0
H -1.157 -2.845 -4.946 -0.1 0.4 -0.1
H -2.525 -3.018 -3.811 0.1 0.1 0.0
C -4.613 0.533 -7.873 0.0 -0.2 -0.1
N -5.336 1.623 -8.584 0.0 0.0 -0.1
O -6.057 1.309 -9.508 0.1 0.2 0.1
O -5.149 2.756 -8.183 -0.1 -0.1 -0.1
H -4.870 -0.416 -8.331 0.0 0.1 0.0
H -3.548 0.731 -7.967 0.0 0.1 0.1
H -4.926 0.557 -6.834 0.1 0.1 0.0
C 2.616 0.192 -3.452 0.0 0.1 0.2
N 3.509 -0.652 -4.292 0.0 0.0 0.0
O 4.521 -1.091 -3.774 -0.2 0.0 -0.1
O 3.154 -0.840 -5.433 0.2 0.0 0.1
H 3.049 0.277 -2.460 0.1 -0.1 -0.1
H 2.545 1.167 -3.928 -0.1 -0.1 -0.1
H 1.646 -0.298 -3.412 0.0 0.0 -0.1
C 8.131 2.314 1.872 0.3 -0.1 0.0
N 7.325 2.590 3.093 0.2 0.0 0.0
O 7.876 2.464 4.166 -0.2 0.0 0.0
O 6.165 2.923 2.928 0.5 0.2 0.1
H 9.134 2.030 2.175 -0.1 0.0 0.1
H 7.644 1.503 1.335 -0.1 0.1 0.0
H 8.148 3.224 1.279 -0.1 -0.1 0.0
C 2.103 -4.480 -3.652 0.1 -0.2 0.1
N 0.864 -3.828 -4.157 0.2 -0.4 0.2
O -0.174 -4.460 -4.086 0.7 -0.1 0.2
O 0.982 -2.703 -4.606 -0.2 -0.1 0.1
H 1.851 -5.469 -3.284 -0.1 0.1 0.0
H 2.802 -4.541 -4.482 0.0 0.2 0.0
H 2.498 -3.858 -2.852 0.0 0.1 -0.1
C 10.757 1.783 5.817 0.0 0.1 0.3
N 11.671 0.911 5.031 0.1 0.0 0.1
O 12.649 0.468 5.595 -0.1 0.0 -0.2
O 11.367 0.706 3.869 0.1 0.0 0.1
H 11.145 1.880 6.826 0.1 -0.1 -0.1
H 10.721 2.749 5.322 -0.1 -0.1 -0.1
H 9.779 1.309 5.823 0.0 0.1 -0.1
C -8.651 -0.351 -1.563 0.2 0.0 0.0
N -9.282 -0.119 -0.235 0.0 0.0 0.0
O -8.567 -0.204 0.748 -0.1 0.1 -0.1
O -10.466 0.141 -0.226 0.2 0.0 0.1
H -7.600 -0.570 -1.414 -0.2 0.0 0.1
H -9.159 -1.193 -2.026 -0.1 0.1 0.0
H -8.778 0.556 -2.149 -0.2 -0.1 0.0
```
Positions in Å, forces in eV/Å.

Values from the calculation:
Lowest unoccupied orbital energy, hartree: -0.17900
Frontier orbital gap, hartree: 0.2690
Net charge: +1
E_HOMO, Ha: -0.448

***

Density functional theory data (the ωB97M-V functional and the def2-TZVPD basis) for 2 unconnected molecules or ions with the total composition C2H3BrClNO2.

The geometry in XYZ format:
```
10
Properties=species:S:1:pos:R:3:forces:R:3
C 0.446 0.417 -0.319 -0.1 0.3 -0.3
C 0.138 -0.825 0.393 0.1 0.1 0.1
N -1.175 -1.346 0.362 0.2 -0.3 0.2
O -1.388 -2.399 0.938 -0.3 -0.2 0.1
O -2.003 -0.694 -0.255 -0.4 0.2 -0.3
Cl 1.273 -1.715 1.234 0.2 0.0 0.0
Br 1.163 4.361 -0.769 0.0 0.0 0.0
H 1.318 0.914 0.096 0.0 0.0 0.1
H -0.424 1.075 -0.305 0.1 0.0 0.1
H 0.652 0.211 -1.375 0.0 0.0 0.0
```
Positions in Å, forces in eV/Å.

Values from the calculation:
Lowest unoccupied orbital energy (spin up / spin down), hartree: -0.06751 / -0.14891
Energy above the lowest of the compared OMol25 structures with the same formula, charge and spin, eV: 2.517
Frontier orbital gap (spin up / spin down), hartree: 0.3324 / 0.1899
E_HOMO (spin up / spin down), Ha: -0.400 / -0.339

***

Density functional theory data (the ωB97M-V functional and the def2-TZVPD basis) for a molecular structure, CBrCl3S2.

The geometry in XYZ format:
```
7
Properties=species:S:1:pos:R:3:forces:R:3
C 1.114 0.294 0.095 0.5 -0.6 0.5
S -3.290 -0.035 0.800 0.0 -0.2 0.1
S -1.682 -0.135 -0.185 0.1 0.0 -0.4
Cl 1.199 0.512 -1.599 0.1 0.4 0.4
Cl 1.415 1.554 1.226 -0.2 0.2 -0.7
Cl -1.212 -2.084 -0.796 -0.4 0.2 0.2
Br 1.798 -1.349 0.719 0.0 -0.1 -0.1
```
Positions in Å, forces in eV/Å.

Values from the calculation:
Lowest unoccupied orbital energy (spin up / spin down), hartree: -0.04277 / -0.07371
Energy above the lowest of the compared OMol25 structures with the same formula, charge and spin, eV: 0.375
Frontier orbital gap (spin up / spin down), hartree: 0.2865 / 0.2455
E_HOMO (spin up / spin down), Ha: -0.329 / -0.319

***

Density functional theory data (the ωB97M-V functional and the def2-TZVPD basis) for a gas-phase ion, C4H11N2O (charge -1).

The geometry in XYZ format:
```
18
Properties=species:S:1:pos:R:3:forces:R:3
N -0.434 0.417 -1.998 2.8 -1.6 -0.1
C -1.639 0.255 -1.210 -0.7 3.2 -0.5
C -1.328 0.331 0.316 -1.6 -1.2 0.4
C -0.719 -1.037 1.045 1.4 3.3 -2.6
N 0.727 -0.978 1.233 1.1 1.5 1.0
C 1.551 0.426 0.958 -1.3 -0.2 -0.1
O 1.935 0.404 -0.289 0.0 0.8 0.0
H 0.051 1.339 -1.995 -1.3 -0.6 0.5
H 0.386 -0.129 -1.524 -1.6 1.0 -0.8
H -2.276 -0.550 -1.542 0.4 -1.1 0.1
H -2.358 1.121 -1.646 1.3 -1.2 1.6
H -0.630 1.157 0.421 0.0 -0.2 0.2
H -2.268 0.641 0.876 0.8 -0.5 -0.5
H -1.088 -1.077 1.994 -1.8 0.1 2.6
H -1.026 -1.927 0.542 -0.2 -0.7 -0.7
H 1.227 -1.742 0.790 0.0 0.7 -0.3
H 0.901 1.401 1.415 0.2 -1.9 -1.2
H 2.353 0.612 1.685 0.5 -1.3 0.4
```
Positions in Å, forces in eV/Å.

Values from the calculation:
SMILES string: NCCCNC[O-]
Lowest unoccupied orbital energy, hartree: 0.15653
Energy above the lowest of the compared OMol25 structures with the same formula, charge and spin, eV: 2.683
Frontier orbital gap, hartree: 0.2602
Net charge: -1
E_HOMO, Ha: -0.104